[1]
Formula: C24H58FN23O15
Source: the OMol25 dataset
Level of theory: ωB97M-V with the def2-TZVPD basis set

CARTESIAN COORDINATES (ANGSTROEM)
C -1.32 0.95 0.15
C -1.37 1.59 -1.22
O -0.68 0.71 -2.10
C -0.21 1.32 -3.26
C 0.16 0.15 -4.19
O 0.74 -0.95 -3.49
C 2.14 -0.88 -3.47
N 2.71 -1.19 -2.16
C 4.13 -0.97 -2.06
O 4.99 -1.80 -2.02
C 4.21 0.55 -1.92
C 5.14 1.45 -2.29
C 4.87 2.76 -2.01
C 3.74 3.13 -1.37
C 2.80 2.22 -1.00
F 1.69 2.58 -0.38
C 3.03 0.92 -1.29
C 2.21 -0.36 -1.07
O 1.42 -0.65 -0.22
H -1.77 -0.04 0.04
H -0.31 0.85 0.54
H -1.91 1.50 0.88
H -0.97 2.61 -1.25
H -2.43 1.65 -1.51
H -1.03 1.89 -3.73
H 0.62 2.02 -3.10
H -0.79 -0.20 -4.59
H 0.73 0.48 -5.05
H 2.43 0.12 -3.85
H 2.53 -1.61 -4.20
H 6.05 1.12 -2.78
H 5.56 3.55 -2.29
H 3.51 4.16 -1.13
N -2.20 -3.40 0.65
C -3.02 -2.64 1.45
N -4.04 -3.32 2.04
O -2.84 -1.44 1.60
H -2.33 -4.39 0.50
H -1.44 -2.92 0.19
H -4.66 -2.80 2.63
H -4.19 -4.31 1.92
N -1.04 -7.73 3.11
C -1.51 -6.56 2.57
N -0.59 -5.59 2.39
O -2.70 -6.42 2.27
H -0.08 -7.87 3.36
H -1.69 -8.47 3.25
H -0.91 -4.72 2.00
H 0.38 -5.67 2.63
N 2.63 4.53 -4.65
C 2.82 3.59 -5.62
N 3.78 3.91 -6.55
O 2.20 2.55 -5.66
H 3.14 5.40 -4.61
H 1.94 4.33 -3.95
H 3.95 3.24 -7.28
H 4.30 4.76 -6.54
N 1.03 -0.36 -9.19
C 0.53 -0.83 -8.00
N 0.23 -2.16 -7.98
O 0.36 -0.11 -7.03
H 1.18 -0.94 -9.99
H 1.26 0.61 -9.23
H -0.14 -2.54 -7.13
H 0.36 -2.78 -8.76
N 3.71 -4.57 2.54
C 2.76 -3.80 1.94
N 3.10 -2.48 1.77
O 1.67 -4.23 1.59
H 4.61 -4.22 2.83
H 3.49 -5.53 2.68
H 2.42 -1.88 1.33
H 3.98 -2.09 2.05
N 7.68 -6.30 4.68
C 7.18 -5.15 4.14
N 8.09 -4.15 3.97
O 6.00 -5.04 3.83
H 8.64 -6.42 4.94
H 7.04 -7.06 4.82
H 7.75 -3.29 3.57
H 9.06 -4.22 4.21
N -8.72 -0.68 3.62
C -7.48 -0.93 3.10
N -7.35 -0.67 1.76
O -6.55 -1.36 3.77
H -9.50 -0.33 3.09
H -8.84 -0.87 4.60
H -6.45 -0.84 1.35
H -8.10 -0.32 1.19
N 1.68 8.90 -5.25
C 2.89 8.50 -5.74
N 3.01 8.60 -7.10
O 3.79 8.09 -5.03
H 0.93 9.24 -5.82
H 1.55 8.84 -4.26
H 3.89 8.32 -7.50
H 2.29 8.93 -7.70
N -12.17 -0.16 5.66
C -12.11 0.48 4.45
N -12.56 1.76 4.45
O -11.68 -0.07 3.45
H -12.52 0.27 6.50
H -11.85 -1.11 5.70
H -12.52 2.26 3.58
H -12.91 2.23 5.26
N -9.29 3.15 5.27
C -9.90 4.33 4.93
N -9.10 5.44 4.99
O -11.07 4.38 4.59
H -8.33 3.08 5.54
H -9.85 2.32 5.23
H -9.52 6.31 4.75
H -8.13 5.41 5.26
N 9.34 -1.27 6.22
C 10.08 -1.42 5.08
N 10.60 -0.27 4.56
O 10.25 -2.51 4.56
H 9.18 -0.39 6.67
H 8.94 -2.10 6.62
H 11.14 -0.35 3.73
H 10.46 0.63 4.98

Summary:
Calculated total energy = -93541.17768 eV
Frontier orbital gap = 8.8 eV
LUMO energy = 0.0121 Ha
SMILES = CCOCCOCN1C(=O)c2cccc(F)c2C1=O.NC(N)=O.NC(N)=O.NC(N)=O.NC(N)=O.NC(N)=O.NC(N)=O.NC(N)=O.NC(N)=O.NC(N)=O.NC(N)=O.NC(N)=O

[2]
Formula: C8H16N2O4
Source: the OMol25 dataset
Level of theory: ωB97M-V with the def2-TZVPD basis set

CARTESIAN COORDINATES (ANGSTROEM)
C 3.13 -0.13 1.50
C 2.62 -0.93 0.31
C 1.76 -2.07 0.74
C 1.94 -0.07 -0.81
N 3.05 0.74 -1.39
C 0.79 0.70 -0.29
O 0.91 1.83 0.05
N -0.40 -0.05 -0.48
C -1.77 0.17 0.13
C -2.33 1.61 -0.20
O -1.78 2.50 0.84
C -2.54 -1.15 -0.20
O -2.03 -1.96 -0.92
O -3.77 -1.30 0.39
H 3.64 0.70 1.07
H 3.87 -0.75 1.95
H 2.42 0.08 2.27
H 3.44 -1.28 -0.27
H 0.78 -1.74 1.20
H 2.35 -2.79 1.37
H 1.62 -2.64 -0.18
H 1.55 -0.90 -1.47
H 3.28 0.41 -2.30
H 2.72 1.71 -1.38
H -0.52 -0.92 -0.98
H -1.56 0.16 1.20
H -2.04 2.08 -1.15
H -3.40 1.62 0.12
H -0.82 2.50 0.73
H -4.02 -0.52 0.92

Summary:
Calculated total energy = -19725.09895 eV
Frontier orbital gap = 9.8 eV
LUMO energy = 0.0133 Ha
ΔE to the lowest compared entry with this formula, charge and spin = 1.6805 eV
SMILES = CC(C)[C@H](N)C(=O)N[C@@H](CO)C(=O)O

The largest force on an atom results, record by record, are as follows: 2.4; 4.6 eV/A.